The following is a DFT calculation (ωB97M-V/def2-TZVPD) of 8 unconnected molecules or ions with the total composition C30H62Cl14N3O6P2 in a non-equilibrium geometry.

Structure (XYZ):
```
117
C30H62Cl14N3O6P2 | the Open Molecules 2025 dataset | ωB97M-V/def2-TZVPD
C 3.44064 0.63727 3.38736
C 2.02180 -0.18391 3.47806
C 1.75506 -1.26573 2.28522
C 3.18279 -2.04737 1.89841
N 1.04280 -0.76791 1.06602
C -0.36195 -0.29040 1.30225
N -1.49173 -1.09355 1.09792
C -2.92146 -0.64037 1.27522
C -1.18750 -2.53756 0.65574
C -2.47620 -3.56209 0.90908
C -2.77140 -3.87238 2.49147
C -3.58650 -5.30407 2.75119
C -5.08315 -5.33917 2.08390
C -6.02912 -4.04418 2.42284
O -5.92843 -3.53905 3.80078
C -7.03451 -2.52877 3.89024
N -0.58905 1.13595 1.73227
C 0.34838 2.12463 1.09350
O 1.28648 2.70797 2.06503
P -0.75639 3.59028 0.47504
C -2.04116 3.01793 -0.81500
C -3.58639 2.87853 -0.22208
C -1.52821 4.56177 1.92336
C -2.04651 3.65356 3.18453
C 1.12358 1.53717 -0.25913
P 2.39498 2.93307 -0.73580
O 4.01486 2.30203 -0.83748
O 1.81103 3.53577 -2.26977
C 1.86291 0.12577 0.17794
C 2.29204 -0.81147 -1.13959
C 2.14375 -0.03204 -2.57274
C 2.53457 -1.14060 -3.76210
O 3.21267 -0.79284 -4.87531
O 2.12438 -2.56575 -3.66335
H 3.50809 1.41500 2.51157
H 3.50596 1.28294 4.38975
H 4.40476 -0.05721 3.41907
H 1.17828 0.60777 3.64881
H 2.07756 -0.81323 4.49190
H 1.07352 -2.12522 2.75669
H 3.97690 -1.28511 1.43676
H 3.02871 -2.93521 1.15224
H 3.70494 -2.44762 2.89406
H -3.67533 -1.08946 0.46500
H -3.09300 0.51658 1.24718
H -3.27731 -0.99293 2.35846
H -0.80382 -2.58097 -0.47372
H -0.30115 -3.02078 1.29348
H -2.13101 -4.59891 0.42819
H -3.43730 -3.24879 0.29303
H -1.71986 -3.95915 3.02522
H -3.38974 -3.05442 3.05500
H -3.73919 -5.35208 3.93194
H -2.91159 -6.22132 2.47807
H -4.95875 -5.42123 0.92335
H -5.63476 -6.28532 2.55644
H -7.16165 -4.39548 2.28434
H -5.81937 -3.18380 1.64766
H -7.43912 -2.24473 2.80570
H -6.68517 -1.51489 4.37373
H -7.96670 -2.93871 4.49297
H -0.69728 1.25460 2.76024
H 1.16547 3.72065 2.01448
H -2.10597 3.88448 -1.63392
H -1.77083 2.04047 -1.39867
H -4.32784 3.67659 -0.70948
H -3.99536 1.82518 -0.56230
H -3.63546 2.94469 0.94561
H -2.49641 5.10375 1.48548
H -0.83999 5.40216 2.35740
H -2.63284 4.24082 4.00954
H -1.06948 3.22109 3.71665
H -2.68994 2.71789 2.89682
H 0.28874 1.40903 -1.06926
H 4.32110 2.11034 0.10310
H 0.79509 3.60771 -2.20646
H 2.90842 0.45144 0.65262
H 1.71666 -1.83950 -1.16782
H 3.44176 -1.09488 -1.01168
H 1.04964 0.31073 -2.80986
H 2.93604 0.84688 -2.71928
H 1.11204 -2.56991 -3.76854
C -8.39214 -3.61703 7.33179
Cl -9.65423 -4.04008 6.16856
Cl -8.13410 -1.86890 7.38276
H -8.69319 -3.96125 8.32424
H -7.45985 -4.10589 7.03878
C 1.53727 -0.20372 -7.60797
Cl 1.05285 1.43843 -8.04803
Cl 2.13575 -1.08928 -9.01607
H 2.32963 -0.15176 -6.85728
H 0.67333 -0.73137 -7.19666
C 6.22825 2.47146 -3.22119
Cl 6.13628 1.68133 -4.79986
Cl 7.90285 2.59551 -2.66852
H 5.80459 3.47558 -3.30073
H 5.65686 1.88625 -2.49658
C 2.78624 -5.94333 -0.43942
Cl 1.34897 -5.00599 -0.01443
Cl 3.67847 -6.43061 1.00683
H 2.47860 -6.83816 -0.98594
H 3.43655 -5.33157 -1.06938
C 11.39734 3.87767 -0.95848
Cl 10.38038 3.26924 0.35323
Cl 13.06633 4.09873 -0.41927
H 11.38184 3.16034 -1.78266
H 11.00295 4.83846 -1.29810
C -1.61288 3.83499 -7.77913
Cl -2.81647 3.49525 -9.02850
Cl -2.31307 3.68251 -6.16308
H -0.78776 3.12540 -7.87771
H -1.24099 4.85396 -7.91106
C 1.63624 5.54935 -5.22998
Cl 0.86817 7.07469 -5.68646
Cl 1.18554 4.25206 -6.34310
H 2.72130 5.67664 -5.25272
H 1.31758 5.27866 -4.22044
```

electronic energy = -242743.4706 eV
gap between HOMO and LUMO = 6.76 eV
HOMO energy = -0.395 Eh
net charge = +1